[1]
Formula: C5H10N5
Source: the Open Molecules 2025 dataset
Level of theory: wB97M-V/def2-TZVPD

Computed properties:
Total charge   +1
HOMO energy   -15.06 eV
Orbital gap   0.37574 hartree
LUMO energy   -4.84 eV

Structure (XYZ):
```
20
Properties=species:S:1:pos:R:3:mulliken_charge:R:1
C 1.178 -1.291 1.778 0.381
C 0.159 0.841 -0.866 -0.084
C -1.126 0.096 -0.663 -0.020
C 1.176 0.817 -2.023 -1.498
C -2.437 0.381 -0.021 -1.302
N 1.274 -2.017 0.575 -0.363
N 0.743 -1.473 -0.344 -0.044
N 1.723 -1.702 2.801 -0.420
N 0.282 -0.128 1.481 -0.555
N 0.109 -0.226 0.096 1.221
H -0.033 1.796 -0.393 0.455
H -1.328 -0.571 -1.417 0.398
H 1.048 -0.007 -2.572 0.475
H 2.098 0.888 -1.633 0.411
H 0.906 1.663 -2.702 0.364
H -2.270 1.352 0.488 0.286
H -2.715 -0.465 0.799 0.280
H -3.089 0.443 -0.796 0.454
H 1.715 -1.195 3.678 0.276
H 0.586 0.798 1.735 0.285
```

[2]
Formula: C5H10N5O
Source: the Open Molecules 2025 dataset
Level of theory: wB97M-V/def2-TZVPD

Computed properties:
Total charge   +1
HOMO energy   -12.88 eV
Orbital gap   0.34701 hartree
LUMO energy   -3.44 eV

Structure (XYZ):
```
21
Properties=species:S:1:pos:R:3:mulliken_charge:R:1
C -0.670 0.419 -2.757 -0.155
C 1.312 0.087 -2.005 0.096
C -0.886 1.214 1.942 0.125
C -0.265 -2.795 -0.345 -0.736
C 0.557 -1.718 -0.419 0.027
N 0.673 0.707 -2.969 -0.545
N -0.861 -0.351 -1.687 -0.612
N 0.392 -0.625 -1.271 0.120
N -0.680 0.787 0.766 -0.155
N 0.003 1.602 2.766 -0.039
O 1.291 1.833 2.264 -0.402
H -1.450 0.484 -3.563 0.361
H 2.348 0.080 -1.905 0.462
H -0.046 -3.521 0.496 0.264
H -2.015 0.988 2.349 0.304
H -1.221 -2.851 -0.907 0.311
H 1.377 -1.567 0.305 0.366
H -1.382 0.150 0.422 0.309
H 0.196 0.591 0.247 0.226
H -0.081 1.687 3.796 0.286
H 1.409 2.796 2.475 0.387
```

[3]
Formula: C5H10N5O2
Source: the Open Molecules 2025 dataset
Level of theory: wB97M-V/def2-TZVPD

Computed properties:
Total charge   +1
HOMO energy   -11.91 eV
Orbital gap   0.27859 hartree
LUMO energy   -4.33 eV

Structure (XYZ):
```
22
Properties=species:S:1:pos:R:3:mulliken_charge:R:1
C -3.048 0.510 0.283 0.308
C -1.473 -0.955 -0.249 0.265
C 2.059 -0.932 1.522 -0.835
C 1.965 -0.676 0.217 -0.152
C 1.727 0.616 -0.462 0.928
N -2.875 -0.786 -0.118 -0.059
N -1.794 1.092 0.112 -0.313
N -0.843 0.144 -0.069 0.169
N 1.574 0.680 -1.782 -0.306
N 1.647 1.707 0.263 -0.414
O -4.059 1.064 0.566 -0.551
O -0.791 -2.095 -0.385 -0.419
H 2.011 -1.930 1.900 0.326
H 1.910 -0.134 2.299 0.197
H 2.384 -1.487 -0.478 0.220
H -3.452 -1.547 -0.069 0.148
H -1.508 2.121 0.267 0.228
H 1.662 1.622 -2.134 0.242
H 1.707 -0.106 -2.348 0.233
H 1.174 2.400 -0.266 0.249
H 1.436 1.492 1.262 0.223
H -1.416 -2.799 -0.330 0.314
```

[4]
Formula: C5H10N5O2S2
Source: the Open Molecules 2025 dataset
Level of theory: wB97M-V/def2-TZVPD

Computed properties:
Total charge   +1
HOMO energy   -12.52 eV
Orbital gap   0.34537 hartree
LUMO energy   -3.12 eV

Structure (XYZ):
```
24
Properties=species:S:1:pos:R:3:mulliken_charge:R:1
C 1.822 -1.285 0.681 -0.639
C 3.503 -0.500 -0.428 -0.229
C 1.255 -0.146 0.203 0.581
C -1.643 -1.228 -0.182 0.687
C 0.329 3.087 0.686 -0.786
N 3.037 -1.465 0.251 -0.451
N -2.566 -2.109 0.221 -0.407
N -1.332 -1.249 -1.513 -0.301
N -0.105 0.359 0.539 0.018
N -0.996 -0.628 0.788 -0.315
O -0.335 1.637 -1.526 -0.626
O -2.091 1.771 0.193 -0.682
S 2.327 0.683 -0.772 -0.005
S -0.677 1.765 -0.163 1.167
H 1.415 -2.076 1.450 0.296
H 4.483 -0.469 -0.815 0.429
H -0.123 3.331 1.616 0.344
H 1.194 2.473 0.536 0.378
H 0.295 3.992 -0.023 0.350
H -2.899 -2.632 -0.592 0.224
H -2.612 -2.395 1.213 0.259
H -1.692 -1.981 -2.111 0.234
H -1.027 -0.399 -1.906 0.185
H -1.560 -0.537 1.653 0.288
```

[5]
Formula: C5H10NO
Source: the Open Molecules 2025 dataset
Level of theory: wB97M-V/def2-TZVPD

Computed properties:
Total charge   -1
HOMO energy   -2.08 eV
Orbital gap   0.20769 hartree
LUMO energy   3.57 eV

Structure (XYZ):
```
17
Properties=species:S:1:pos:R:3:mulliken_charge:R:1
C -2.085 0.255 -0.899 -0.324
O -3.393 0.041 -1.092 -0.880
C -1.346 -0.974 -0.255 -0.527
C 0.151 -0.992 -0.518 -0.699
C 0.822 0.240 0.007 -0.349
C 1.741 0.226 0.964 -0.008
N 2.175 1.352 1.697 -0.530
H -1.519 0.419 -1.863 0.114
H -1.878 1.126 -0.218 0.092
H -1.628 -1.030 0.802 0.283
H -1.831 -1.807 -0.766 0.260
H 0.292 -1.048 -1.605 0.259
H 0.681 -1.904 -0.208 0.324
H 0.571 1.195 -0.443 0.237
H 2.183 -0.712 1.295 0.307
H 3.179 1.379 1.818 0.207
H 1.885 2.233 1.285 0.234
```

[6]
Formula: C5H10NO
Source: the Open Molecules 2025 dataset
Level of theory: wB97M-V/def2-TZVPD

Computed properties:
HOMO energy (alpha / beta)   -4.70 / -7.39 eV
Orbital gap (alpha / beta)   0.19499 / 0.28202 hartree
LUMO energy (alpha / beta)   0.61 / 0.28 eV
2S+1   2

Structure (XYZ):
```
17
Properties=species:S:1:pos:R:3:lowdin_spin:R:1
O -1.746 -1.417 -0.602 0.012
C -0.950 -1.742 0.246 0.005
C -0.383 -0.835 1.278 0.005
C -0.746 0.652 1.047 0.063
C -0.073 1.516 -0.043 0.342
C 1.070 1.343 -0.777 0.347
N 1.272 -0.050 -1.512 0.089
H -0.671 -2.817 0.212 0.001
H 0.691 -0.918 1.454 0.004
H -0.850 -1.127 2.229 0.000
H -0.633 1.191 2.005 0.022
H -1.831 0.791 0.967 0.003
H -0.788 2.329 -0.197 0.035
H 1.763 2.085 -1.127 0.026
H 0.312 -0.222 -1.805 0.014
H 1.846 0.035 -2.363 0.024
H 1.716 -0.814 -1.011 0.008
```

[7]
Formula: C5H10NO
Source: the Open Molecules 2025 dataset
Level of theory: wB97M-V/def2-TZVPD

Computed properties:
HOMO energy (alpha / beta)   -9.32 / -9.32 eV
Orbital gap (alpha / beta)   0.37985 / 0.26658 hartree
LUMO energy (alpha / beta)   1.02 / -2.07 eV
2S+1   2

Structure (XYZ):
```
17
Properties=species:S:1:pos:R:3:lowdin_spin:R:1
C -0.466 -0.892 0.148 0.009
C 0.097 -0.311 1.447 0.001
C 1.276 0.540 1.086 0.000
C 1.552 1.833 1.258 0.000
N -0.845 0.197 -0.774 0.032
C -1.030 -0.460 -2.195 0.131
O -2.245 -0.723 -2.548 0.690
H -1.338 -1.553 0.231 0.001
H 0.385 -1.418 -0.306 0.004
H 0.570 -0.922 2.235 0.000
H -0.757 0.032 2.052 0.001
H 2.114 -0.004 0.635 0.000
H 2.576 2.093 1.045 0.000
H 0.700 2.501 1.274 0.000
H -1.855 0.332 -0.689 0.000
H -0.330 0.134 -2.816 0.049
H -0.406 -1.378 -2.083 0.081
```

[8]
Formula: C5H10NO
Source: the Open Molecules 2025 dataset
Level of theory: wB97M-V/def2-TZVPD

Computed properties:
Total charge   +1
HOMO energy   -13.58 eV
Orbital gap   0.30669 hartree
LUMO energy   -5.23 eV

Structure (XYZ):
```
17
Properties=species:S:1:pos:R:3:mulliken_charge:R:1
C -1.111 -3.135 0.192 -0.701
C -1.546 -1.868 0.039 -0.078
C -1.398 -1.417 -1.449 0.123
C 0.081 1.232 0.451 0.207
C 1.925 2.696 0.516 -0.789
N 1.060 1.742 -0.160 -0.021
O -1.064 -0.340 -1.813 -0.460
H -0.877 -3.354 1.244 0.241
H -0.833 -3.819 -0.623 0.260
H -1.820 -1.066 0.793 0.442
H -1.342 -2.261 -2.212 0.309
H -0.413 1.506 1.256 0.458
H 1.344 3.618 0.755 0.334
H 1.975 2.217 1.474 0.351
H 2.969 3.048 0.212 0.325
H 1.538 1.005 -0.652 0.330
H -0.488 0.198 -0.022 -0.330
```

[9]
Formula: C5H10NO
Source: the Open Molecules 2025 dataset
Level of theory: wB97M-V/def2-TZVPD

Computed properties:
Total charge   +1
HOMO energy   -14.47 eV
Orbital gap   0.40883 hartree
LUMO energy   -3.34 eV

Structure (XYZ):
```
17
Properties=species:S:1:pos:R:3:mulliken_charge:R:1
O 0.232 1.822 0.370 -0.569
C -0.071 1.029 1.231 0.152
C -1.312 0.195 1.103 -0.462
C -1.062 -0.931 0.043 -0.863
C 0.310 -0.867 -0.586 0.394
C 1.383 -1.505 -0.196 -0.954
N 0.381 0.120 -1.697 -0.148
H 0.606 0.844 2.075 0.398
H -2.091 0.835 0.690 0.293
H -1.727 -0.198 2.017 0.348
H -1.123 -1.898 0.520 0.337
H -1.820 -0.898 -0.731 0.404
H 2.415 -1.526 -0.533 0.313
H 1.317 -2.164 0.665 0.277
H 1.206 -0.039 -2.275 0.363
H 0.337 1.069 -1.282 0.338
H -0.435 0.024 -2.293 0.379
```

[10]
Formula: C5H10NO
Source: the Open Molecules 2025 dataset
Level of theory: wB97M-V/def2-TZVPD

Computed properties:
Total charge   +1
HOMO energy   -13.44 eV
Orbital gap   0.31798 hartree
LUMO energy   -4.79 eV

Structure (XYZ):
```
17
Properties=species:S:1:pos:R:3:mulliken_charge:R:1
C -2.895 -0.371 -0.311 -0.275
C -0.943 0.709 0.689 -0.288
C 1.721 0.231 1.148 -1.398
C 1.039 0.266 -1.377 -1.093
C 0.844 -0.276 -0.038 0.792
N -1.950 0.272 0.236 0.063
O 0.485 -1.519 0.076 -0.399
H -3.508 -0.998 0.321 0.285
H -3.336 0.024 -1.274 0.272
H -0.707 1.294 1.533 0.420
H 2.603 -0.306 1.254 0.440
H 2.087 1.254 0.965 0.377
H 1.190 0.084 2.225 0.338
H 0.137 0.198 -1.966 0.400
H 1.897 -0.339 -1.707 0.388
H 1.265 1.354 -1.119 0.321
H 0.070 -1.878 -0.654 0.358
```

[11]
Formula: C5H10NO
Source: the Open Molecules 2025 dataset
Level of theory: wB97M-V/def2-TZVPD

Computed properties:
Total charge   +1
HOMO energy   -14.17 eV
Orbital gap   0.37707 hartree
LUMO energy   -3.90 eV

Structure (XYZ):
```
17
Properties=species:S:1:pos:R:3:mulliken_charge:R:1
O 0.559 2.426 1.137 -0.428
C -0.457 1.946 0.712 0.128
C -0.622 0.299 0.856 -0.254
C -0.986 -0.339 -0.523 -0.538
C 0.193 -0.376 -1.312 -0.574
C 0.861 -1.489 -1.676 -0.543
N 0.706 -0.100 1.362 -0.312
H -1.435 2.406 0.329 0.309
H -1.224 -0.092 1.707 0.409
H -1.319 -1.299 -0.460 0.434
H -1.772 0.377 -0.896 0.326
H 0.443 0.536 -1.827 0.353
H 0.602 -2.319 -1.035 0.285
H 1.265 -1.404 -2.707 0.311
H 1.404 -0.216 0.461 0.410
H 1.179 0.561 1.909 0.333
H 0.602 -0.916 1.964 0.351
```

[12]
Formula: C5H10NO
Source: the Open Molecules 2025 dataset
Level of theory: wB97M-V/def2-TZVPD

Computed properties:
Total charge   +1
HOMO energy   -13.62 eV
Orbital gap   0.32706 hartree
LUMO energy   -4.72 eV

Structure (XYZ):
```
17
Properties=species:S:1:pos:R:3:mulliken_charge:R:1
C -1.345 -0.191 0.852 -0.092
C -1.739 -1.340 0.420 -0.733
C -0.972 0.608 -0.343 -0.347
C 0.272 1.346 0.019 -0.880
C 1.878 -0.595 -0.087 0.110
N 1.498 0.584 0.375 -0.047
O 1.386 -0.873 -1.248 -0.359
H -2.125 -2.041 1.293 0.232
H -1.972 -1.497 -0.641 0.253
H -1.047 0.044 -1.309 0.293
H -1.735 1.371 -0.595 0.342
H 0.551 2.100 -0.677 0.430
H 0.040 2.080 0.904 0.369
H 2.676 -1.261 0.283 0.397
H 2.279 1.092 0.740 0.305
H -0.975 0.131 1.879 0.343
H 1.329 -1.559 -1.867 0.383
```

[13]
Formula: C5H10NO
Source: the Open Molecules 2025 dataset
Level of theory: wB97M-V/def2-TZVPD

Computed properties:
Total charge   +1
HOMO energy   -15.05 eV
Orbital gap   0.39815 hartree
LUMO energy   -4.22 eV

Structure (XYZ):
```
17
Properties=species:S:1:pos:R:3:mulliken_charge:R:1
C 0.698 0.845 -1.172 -0.014
C -0.560 -0.616 0.009 -0.674
C -1.006 0.854 0.307 0.382
C -0.946 1.183 1.844 -1.381
C 1.413 -1.545 -1.106 -0.835
N 0.662 -0.398 -0.806 0.124
O -0.222 1.632 -0.635 -0.312
H 1.304 1.301 -1.789 0.545
H -0.233 -1.351 0.854 0.389
H -1.367 -1.071 -0.456 0.335
H -2.129 0.938 0.273 0.301
H 0.032 1.560 1.988 0.358
H -1.097 0.356 2.452 0.390
H -1.638 1.960 2.072 0.397
H 1.776 -2.086 -0.275 0.353
H 2.452 -1.328 -1.650 0.314
H 0.861 -2.234 -1.909 0.327
```